# C59H142N10O12

10 unconnected molecules or ions with the total composition C59H142N10O12 (ωB97M-V with the def2-TZVPD basis set, the Open Molecules 2025 dataset).

Structure (XYZ):
```
223
Properties=species:S:1:pos:R:3:forces:R:3
C 29.486580 -42.891870 39.493300 -1.7284 0.5737 1.5728
C 30.976810 -42.743040 39.589020 1.3273 -1.1261 -1.4503
C 31.591740 -43.337730 38.253150 0.2779 0.0095 0.4418
C 31.321640 -41.227430 39.642610 1.0660 0.6597 1.1523
C 32.736200 -40.838110 40.224710 -1.0689 -2.4685 -1.6305
C 33.018300 -41.624870 41.492360 -1.5220 0.8450 0.1139
C 32.760020 -43.192870 41.487120 -0.9288 2.5075 -0.5069
C 33.962290 -43.726290 40.776020 1.5754 -1.3094 1.2060
C 32.650130 -43.535240 42.995740 -0.6592 -0.2357 -0.1574
N 31.473670 -43.503850 40.790980 -0.6735 5.1117 1.4009
O 31.192050 -44.823150 40.769960 0.7600 -1.2038 -0.5480
H 29.026930 -42.197980 38.789520 0.2712 -0.1408 -0.3617
H 28.979860 -43.855300 39.437110 0.8692 -0.4335 -0.7129
H 29.082050 -42.585140 40.457880 0.0106 0.4562 0.2979
H 30.884610 -43.489930 37.437740 -0.2452 0.6004 0.0696
H 32.411710 -42.699610 37.923700 0.0581 -0.1329 -0.2235
H 31.974500 -44.351850 38.367920 0.2225 -0.0411 0.3742
H 31.334620 -40.713580 38.681420 -0.4913 -0.6608 -0.4491
H 30.609120 -40.647860 40.229570 -0.4041 -0.3935 0.2469
H 33.438210 -41.224940 39.486040 0.3838 0.5369 -0.3438
H 32.739990 -39.748150 40.232550 0.4948 -0.1373 0.5491
H 32.297600 -41.185660 42.182120 0.2499 -0.1113 0.7234
H 34.046390 -41.411350 41.784840 -0.1287 -0.2576 0.4675
H 34.825190 -43.410690 41.362450 0.2374 0.6004 -0.1615
H 34.127200 -43.427970 39.740700 -0.3384 -0.1703 0.0798
H 34.124120 -44.784700 40.980200 -0.4986 -0.6035 -0.8446
H 31.654070 -43.307130 43.375120 -0.3918 -0.0674 -0.5892
H 33.216730 -42.861880 43.638870 0.8458 -0.3790 -0.2911
H 32.785330 -44.592760 43.222570 0.4332 0.0543 0.0185
H 32.014000 -45.043630 40.325670 -0.0067 -2.0809 -0.4463
C 33.663000 -42.303170 21.834790 0.3488 0.2146 -0.7563
C 32.945110 -41.510130 20.644440 0.8785 -1.4845 0.8706
C 31.745520 -42.380510 20.257890 -1.3089 0.2049 1.0752
C 32.517160 -40.155450 21.233960 -1.4427 -0.5114 -1.5852
C 31.936680 -39.270700 20.105970 0.0714 0.6341 1.2871
C 33.029560 -39.012280 19.107370 0.2607 -0.6954 -0.1416
C 33.721550 -40.339210 18.521510 0.5029 1.1599 -0.5767
C 32.813620 -40.863940 17.382140 0.9130 1.2658 -0.3536
C 35.159610 -39.829150 18.074950 0.1198 -0.5840 -0.2251
N 33.916760 -41.350840 19.527840 -0.5548 2.0130 3.5977
O 34.453950 -42.573720 19.180530 -0.0483 -0.4889 -1.1570
H 34.529370 -41.733650 22.171180 0.2547 -0.0668 -0.1480
H 33.113540 -42.546470 22.744180 -0.7746 0.6562 -0.2062
H 33.954890 -43.306450 21.524410 0.3126 0.0581 -0.3177
H 31.295700 -42.638400 21.216660 -0.2812 -0.0948 0.1900
H 30.940050 -41.841390 19.759210 0.2297 0.0794 -0.4279
H 31.873770 -43.358850 19.794740 0.7386 0.3598 -0.3554
H 31.694190 -40.327590 21.927630 0.1736 -0.2272 0.3066
H 33.303510 -39.613690 21.759560 0.2290 -0.2219 -0.1816
H 30.959760 -39.543760 19.707010 0.2261 -0.7706 -0.1530
H 31.684850 -38.352480 20.636600 0.0755 0.5018 -0.2591
H 33.725400 -38.353860 19.627370 0.5723 -0.4274 0.0157
H 32.690350 -38.374240 18.291300 -0.0919 -0.3758 -0.4015
H 32.986030 -40.133140 16.592010 -0.2299 -0.1938 -0.4890
H 31.757860 -40.774300 17.637960 0.0483 -0.4092 0.1671
H 33.100850 -41.849700 17.016240 -0.1423 0.0052 0.2070
H 35.893790 -40.628220 17.972070 -0.2928 -0.4338 0.0210
H 35.617740 -39.159200 18.802530 -0.4125 -0.0618 0.3937
H 35.257260 -39.284090 17.136080 -0.7334 0.0136 -0.2262
H 35.079990 -42.719620 19.893550 0.3574 -0.1187 -0.1696
C 33.286800 -34.300920 28.968430 -0.5842 1.1494 -1.3964
C 32.224110 -35.002820 29.786870 -2.7663 -0.0952 0.6110
C 31.040610 -34.044440 30.288150 1.3000 -0.1893 0.0071
C 31.321580 -36.065980 28.933720 3.3016 -0.2595 0.4239
C 32.235320 -37.267910 28.661460 -1.2685 -1.2186 0.6765
C 32.686580 -37.877660 30.002350 0.6275 0.6402 -0.9108
C 33.493390 -36.934360 30.886670 -0.6273 0.5125 -0.2166
C 33.568930 -37.664010 32.220440 0.9912 0.5683 0.5520
C 34.866830 -36.812620 30.238800 0.9904 -0.6376 0.0043
N 32.770530 -35.651820 30.983680 -1.2960 -1.2909 -0.3033
O 33.084940 -34.752590 32.062750 0.0654 -1.0346 -0.9477
H 32.832570 -33.409230 28.536380 -0.1337 0.2450 -0.0673
H 34.182110 -33.909650 29.451580 -0.1432 -0.5225 0.4799
H 33.563880 -34.851660 28.069540 0.3099 -0.3606 0.1915
H 30.659190 -33.397200 29.498390 0.4312 0.1863 -0.0703
H 30.160360 -34.605450 30.602050 0.2838 -0.3040 0.2321
H 31.429480 -33.484970 31.138960 -0.3259 0.4372 -0.2426
H 30.479370 -36.394590 29.542660 -0.0706 0.3080 -0.2493
H 31.090750 -35.702240 27.932460 -0.5845 0.6544 0.3848
H 31.635320 -38.092190 28.275890 -0.2431 0.0859 -0.6334
H 32.954010 -37.047740 27.872090 0.4996 0.0019 0.4835
H 33.382540 -38.704450 29.860380 -0.3516 -0.3226 -0.2491
H 31.809340 -38.259810 30.524360 -0.1112 0.1564 0.0221
H 34.119290 -37.040730 32.925230 -0.0423 -0.0498 0.2380
H 34.155820 -38.573840 32.094430 0.0317 -0.0577 -0.0935
H 32.622160 -37.959150 32.672800 -0.1990 0.2921 -0.2901
H 35.630020 -36.460770 30.932960 -0.0453 0.3687 -0.0587
H 34.927720 -36.286900 29.285900 -0.3709 0.4871 0.3506
H 35.191800 -37.807180 29.933290 0.1498 -0.2889 0.2896
H 32.285540 -34.964080 32.550420 0.1822 0.5389 0.7844
C 21.662170 -32.985950 26.030850 1.5151 -0.6664 1.0046
O 22.382720 -33.267980 27.284210 -1.4606 1.3591 -0.6152
C 22.672270 -32.020690 27.935100 0.7742 0.5554 0.5695
C 23.073640 -32.203500 29.427220 -0.7176 1.6223 0.6078
C 23.681000 -30.873240 30.016560 -1.2128 -0.2502 -2.0448
N 23.915510 -33.342370 29.443740 0.7925 -0.4351 0.2648
H 20.679990 -32.566990 26.249740 -0.0810 -0.3215 -0.1722
H 21.705000 -33.928940 25.485850 -0.6885 0.0279 0.1313
H 22.240480 -32.292630 25.420160 0.0297 0.3335 0.1051
H 23.587670 -31.667390 27.460420 0.1954 0.4506 -0.2358
H 21.922420 -31.238690 27.815550 -0.4734 -0.2574 -0.1924
H 22.208330 -32.331850 30.077480 -0.3848 -0.5478 -0.2568
H 23.975480 -30.793710 31.063010 -0.0912 -0.5106 -0.2074
H 22.827390 -30.229700 29.803710 -0.0693 0.6177 0.6771
H 24.414150 -30.442720 29.334470 0.6331 -0.2704 0.2131
H 24.777300 -32.953130 29.088910 0.7684 -0.4352 0.0091
H 23.531680 -33.827670 28.645440 0.4759 -1.2721 0.1469
C 25.046120 -36.837330 40.033560 -0.5504 1.4122 1.8975
O 25.362820 -35.604940 39.423620 0.9626 -0.3643 -1.5416
C 24.838070 -35.439930 38.106310 -0.9959 0.1873 1.0206
C 25.598660 -36.170790 37.000460 0.2348 2.3627 0.4457
C 26.962100 -35.504680 36.848680 0.5418 -0.7833 1.0681
N 24.920030 -36.057600 35.751380 -1.1558 -1.5867 -1.6603
H 24.035990 -36.692000 40.416430 -0.5478 -0.6639 -0.2255
H 25.628610 -36.752500 40.950960 0.3193 -0.7951 -0.0332
H 25.148600 -37.808310 39.549000 0.3328 0.3425 -0.5201
H 23.790020 -35.732190 38.171610 -0.2544 -0.5086 -0.4664
H 24.759020 -34.359660 37.984370 0.5352 0.1257 -0.4482
H 25.612020 -37.218410 37.301180 0.4006 -0.0942 -0.2537
H 26.887620 -34.462820 36.537130 -0.3134 0.0149 0.1494
H 27.596530 -36.001120 36.114420 0.0113 -0.2069 0.0565
H 27.417180 -35.564290 37.837350 0.5840 0.2815 -0.0859
H 25.505450 -36.565310 35.103590 -0.2516 -0.3782 -0.3576
H 24.794170 -35.183660 35.260980 0.1457 0.6519 0.9498
C 40.227020 -30.463540 23.974840 -0.4333 1.3909 0.6693
O 39.990490 -29.942640 25.311750 1.0959 -1.2556 -0.1076
C 40.013090 -30.959780 26.335540 -1.1366 -0.5828 0.4664
C 40.302190 -30.397820 27.757480 0.2336 1.3906 -0.1204
C 40.197430 -31.317280 28.968550 -1.2300 -1.4798 -1.4874
N 39.415830 -29.257120 27.933080 -0.7626 0.1548 0.1738
H 39.631250 -31.333750 23.699330 -0.0043 -0.2329 0.4300
H 41.287550 -30.616900 23.775200 0.0394 -0.2309 0.1902
H 39.877730 -29.644060 23.346710 0.1444 -0.0797 -0.2000
H 39.008930 -31.381290 26.289750 -0.5938 0.1516 0.6602
H 40.548450 -31.882220 26.110610 1.1632 0.4392 -0.2853
H 41.305400 -29.980520 27.844350 0.6608 -0.3915 -0.7822
H 40.637850 -32.255540 28.631210 0.8616 -0.1131 0.7232
H 39.171250 -31.659320 29.102930 -0.3853 0.4441 0.0913
H 40.531330 -30.932820 29.932290 0.4225 0.0531 -0.4144
H 39.412240 -28.689190 27.097890 0.0525 0.1433 -0.0524
H 39.764520 -28.695060 28.696370 -0.1291 0.1973 0.0457
C 31.151750 -28.705770 38.624780 -1.2321 -1.2074 0.9176
O 31.285150 -28.958990 40.060560 1.1228 0.8604 -1.9499
C 31.587040 -27.762120 40.768810 -2.1828 -1.0738 1.0223
C 30.923460 -28.041260 42.181770 -0.5947 1.1658 -1.8583
C 29.479510 -28.576550 42.073390 0.4361 -2.2572 -1.5939
N 30.768540 -26.836930 42.992640 1.4726 -0.3455 0.9759
H 31.627380 -29.538220 38.106230 0.2281 0.3733 -0.1468
H 31.367600 -27.718770 38.215710 0.9597 0.0196 0.5444
H 30.080790 -28.772210 38.433140 -0.2594 -0.2943 -0.1734
H 32.657770 -27.559480 40.792570 -0.0208 0.1439 0.1901
H 31.017150 -26.986640 40.256990 0.2482 0.6439 0.2523
H 31.620970 -28.730620 42.657560 -0.3500 -0.0833 0.3761
H 29.388110 -29.386240 41.349410 0.4467 -0.2044 -0.3453
H 28.743630 -27.891700 41.652000 0.1521 0.5867 0.6821
H 29.144840 -29.143820 42.941890 -0.0923 0.8463 0.5917
H 30.110890 -26.167910 42.618470 -0.1516 -0.2124 -0.3370
H 30.313740 -27.302180 43.765160 -0.1822 1.0377 0.8518
C 28.360040 -49.325210 33.379000 2.0661 0.7407 0.0893
O 29.327300 -48.230020 33.335940 -1.9476 0.2182 1.7133
C 29.834710 -47.933520 32.095170 -1.3860 0.7518 -1.1615
C 28.919960 -47.119740 31.104490 1.2498 0.7727 0.1129
C 28.398140 -45.778270 31.555770 1.1217 0.9996 0.7569
N 27.820320 -47.715490 30.464050 -1.9129 -3.1639 -0.6767
H 29.060880 -50.143500 33.213710 -0.8432 -0.8904 -0.2777
H 27.561890 -49.238800 32.641710 0.1322 -0.1442 0.2166
H 27.968750 -49.392350 34.394130 -0.0123 0.1976 -0.1733
H 30.686510 -47.281900 32.289880 0.4088 -0.4533 -0.2693
H 30.009970 -48.884520 31.592190 0.8888 -0.0809 -0.4054
H 29.587490 -46.930740 30.263790 0.5007 0.3217 0.0544
H 29.268320 -45.121990 31.568710 -0.1002 0.5017 0.1380
H 27.980260 -45.726220 32.561130 -0.1399 -0.3856 0.0257
H 27.668590 -45.392710 30.843580 0.1616 -0.1032 0.0642
H 28.097270 -48.437330 29.814170 0.5988 0.1806 -0.8261
H 27.359380 -48.366780 31.083290 -0.7850 0.5384 0.6197
C 43.634970 -39.015150 26.016700 -2.5235 -0.3899 1.4784
O 43.958570 -39.439940 27.407690 1.0279 -1.0841 -1.9372
C 43.180340 -40.620200 27.826930 0.3272 1.5546 0.5234
C 43.985210 -41.622360 28.733390 -0.1862 1.0583 -1.3474
N 45.250140 -42.009970 28.162500 -0.3850 -1.4555 -0.5834
C 46.103080 -42.873310 29.045410 0.6007 2.1262 -2.1516
C 47.440830 -43.368500 28.369100 0.1603 0.1439 1.1157
O 48.461690 -42.358560 28.334340 -0.1718 0.1493 0.3966
C 49.696670 -42.700370 27.712790 -0.5201 0.9368 -1.0209
H 44.244950 -38.384310 25.370120 0.9846 -0.0520 1.1388
H 42.702960 -38.489570 26.224590 -0.0903 0.7048 -0.5513
H 43.259910 -39.804890 25.365730 0.5734 -0.7249 0.2400
H 42.603800 -41.002870 26.984760 0.6724 -0.6585 -0.2194
H 42.400120 -40.159700 28.432980 -0.1747 -0.3062 0.5031
H 43.314280 -42.475460 28.834220 0.0187 -0.1928 0.3201
H 44.145240 -41.139130 29.697230 -0.2958 0.0881 0.4131
H 45.632260 -41.250480 27.617280 0.6677 -0.1385 0.4887
H 45.486640 -43.707700 29.379910 0.2121 -0.0843 -0.0729
H 46.370710 -42.221860 29.877330 0.3520 -0.4536 0.6103
H 47.352940 -43.817750 27.379880 -0.5078 0.0642 -0.1125
H 47.812230 -44.125340 29.060000 -0.0095 -0.4859 -0.0315
H 49.520430 -42.838550 26.646050 -0.0895 -0.6144 -0.2236
H 50.319970 -43.508880 28.094770 -0.5455 -0.3165 0.4978
H 50.319120 -41.805770 27.694320 -0.1030 0.1407 0.5482
C 40.405430 -43.025390 33.602600 0.2484 -0.1284 1.7369
O 40.278470 -41.611710 33.845540 0.3983 -0.0390 -0.4970
C 40.601720 -41.076890 35.170820 0.4997 -2.6855 -0.9092
C 39.974830 -39.758630 35.327820 -1.2713 1.6199 -1.0197
N 40.358960 -38.725480 34.368470 -0.0468 -0.4159 1.0183
C 41.709970 -38.337720 34.632670 0.5325 1.9096 -1.6317
C 42.108680 -37.419020 33.440270 -0.5775 0.5660 1.0508
O 43.476850 -37.239390 33.396010 1.9933 -1.2806 -1.3413
C 44.041650 -37.396590 32.090290 0.5938 1.2455 0.2253
H 39.782520 -43.523380 34.345630 -0.7191 -0.3025 -0.4330
H 41.346920 -43.535690 33.805790 0.9976 0.9154 0.4048
H 40.271790 -43.383890 32.581950 -0.9378 0.9607 -0.0979
H 41.683170 -41.137910 35.292640 0.1673 0.3679 -0.0031
H 40.189980 -41.741910 35.929970 -0.1703 -0.2307 0.1594
H 40.163430 -39.292980 36.295140 0.0020 -0.4693 0.2876
H 38.898040 -39.880730 35.210800 -0.1484 -0.1721 0.2695
H 40.216660 -38.975310 33.400260 0.0453 -0.4303 0.1028
H 42.448160 -39.126550 34.777310 0.0829 -0.3283 -0.3914
H 41.783280 -37.713620 35.523300 -0.2629 -0.0559 0.2828
H 41.764810 -36.392220 33.564960 -0.9570 -0.0478 0.3854
H 41.641780 -37.742920 32.510120 0.3264 -0.5005 -0.2409
H 45.115580 -37.226070 32.165800 0.0201 -0.1680 0.2943
H 43.700630 -36.580210 31.453640 -0.3220 0.0592 -0.2261
H 43.908800 -38.325320 31.535390 -0.4919 -0.3983 0.5495
```
Forces are in eV/Å.

Properties
HOMO-LUMO gap   8.324 eV
SMILES   CC1(C)CCCC(C)(C)N1O.CC1(C)CCCC(C)(C)N1O.CC1(C)CCCC(C)(C)N1O.COC[C@H](C)N.COC[C@H](C)N.COC[C@H](C)N.COC[C@H](C)N.COC[C@H](C)N.COCCNCCOC.COCCNCCOC
HOMO   -7.867 eV
Energy above the lowest of the compared OMol25 structures with the same formula, charge and spin   210.68 kcal per mole
LUMO energy   0.46 eV
Charge   0
Largest force on an atom   5.343 eV/A